Formula: C22H20ClGaIN3O7S
Source: OMol25
Level of theory: ωB97M-V with the def2-TZVPD basis set

frontier orbital gap = 7.12 eV
LUMO = -0.696 eV

Structure (XYZ):
```
56
Properties=species:S:1:pos:R:3:forces:R:3:mulliken_charge:R:1
Ga -0.36604 1.01345 -0.71599 -0.049 -0.075 -0.182 1.7852
Cl -0.93112 2.87362 5.84682 -0.007 -0.034 0.070 -0.2641
C -0.76794 2.83764 4.12030 0.068 0.267 -0.070 0.5914
C -0.48292 3.99567 3.44452 -0.069 -0.191 0.257 -0.4535
C -0.33325 3.99576 2.05238 0.102 -0.006 -0.545 -0.4623
I 0.12707 5.75101 1.01631 -0.054 -0.093 0.193 0.0232
C -0.46604 2.84017 1.29759 0.001 0.330 0.085 0.0846
O -0.32340 2.79066 0.00098 0.035 -0.190 -0.048 -0.4365
C -0.80381 1.65038 2.01578 -0.019 0.110 0.323 0.7283
N -0.98538 0.54973 1.25322 -0.110 0.066 -0.222 0.0346
C -1.27452 -0.60484 1.80672 -0.021 0.024 -0.151 -0.2983
C -1.38428 -0.73410 3.19932 -0.019 0.048 0.152 -0.9089
C -1.21717 0.36708 3.99903 -0.031 -0.119 -0.040 -0.7054
C -0.93397 1.62323 3.42181 -0.012 -0.141 -0.234 -0.1712
H -0.37015 4.91518 4.00208 0.015 0.016 -0.036 0.4179
H -1.41730 -1.43684 1.12739 0.043 -0.003 0.019 0.6146
H -1.60535 -1.69944 3.63277 -0.014 -0.007 -0.040 0.4664
H -1.30277 0.27902 5.07392 -0.005 0.044 -0.004 0.4305
O 0.43134 -2.51024 -5.49371 0.053 -0.019 0.003 -0.5607
C 0.38829 -1.83484 -4.50423 -0.031 -0.078 -0.148 0.2409
C 0.80982 -0.36803 -4.38872 0.163 0.137 -0.074 0.0194
O 1.35181 0.29015 -5.24319 -0.068 -0.020 -0.016 -0.6219
C 0.42343 0.02580 -3.03179 -0.105 -0.057 0.150 0.5902
C -0.14845 -1.04195 -2.34841 -0.042 0.108 -0.154 0.5161
O -0.58321 -0.88001 -1.12923 -0.073 0.065 0.132 -0.8818
C -0.12445 -2.26657 -3.13467 -0.017 0.051 0.115 0.4813
O -0.40813 -3.39094 -2.78058 -0.005 -0.083 -0.008 -0.6785
O 0.53862 1.18368 -2.45675 -0.198 0.101 0.258 -0.7681
C -3.74948 2.21389 -3.58151 0.334 -0.041 0.029 -1.0814
S -2.09109 2.39585 -2.88695 -0.750 0.333 0.056 0.6868
C -2.30349 4.06878 -2.24628 0.192 -0.199 -0.119 -0.9980
O -2.16314 1.50924 -1.64226 0.313 -0.193 0.142 -0.5143
H -3.86884 2.97178 -4.35490 -0.022 -0.019 -0.008 0.4322
H -4.49291 2.32747 -2.79511 0.067 0.057 0.062 0.3273
H -3.82042 1.22174 -4.02241 0.057 0.005 0.010 0.3554
H -2.45443 4.74787 -3.08472 -0.007 -0.017 -0.013 0.5046
H -1.38934 4.32505 -1.71308 -0.013 -0.035 0.020 0.1427
H -3.15304 4.07444 -1.56604 -0.016 -0.016 0.000 0.3403
N 1.58048 0.56211 0.10663 0.281 -0.152 -0.062 -0.6573
C 2.05347 -0.48872 0.24815 -0.140 0.119 -0.031 0.4802
N 2.56232 -1.67502 0.38968 0.168 -0.006 0.091 0.0589
C 2.32658 -2.73374 -0.60973 0.062 -0.113 -0.215 0.0330
C 2.16964 -4.07693 0.10892 -0.074 0.131 0.060 -0.8227
C 1.49073 -3.85369 1.45932 0.154 -0.046 -0.055 -0.3138
C 2.44439 -3.10235 2.39982 -0.103 0.021 -0.096 -0.5727
C 3.25910 -2.05206 1.62157 -0.103 -0.144 0.172 -0.8068
H 3.15601 -2.75611 -1.32164 -0.012 0.019 0.022 0.2822
H 1.41552 -2.49401 -1.15494 0.052 -0.019 0.162 -0.3013
H 3.14581 -4.54282 0.26556 0.004 -0.031 -0.013 0.3615
H 1.58795 -4.74000 -0.52986 0.002 0.008 -0.019 0.4533
H 1.20001 -4.80468 1.90469 -0.045 0.020 0.016 0.4353
H 0.57920 -3.27050 1.30373 -0.027 -0.029 -0.001 -0.0607
H 3.13750 -3.80889 2.85954 0.007 0.022 0.045 0.3461
H 1.87953 -2.62702 3.20341 0.025 0.008 0.013 0.3303
H 4.23551 -2.45206 1.34154 0.000 0.053 -0.024 0.3685
H 3.42173 -1.15401 2.21321 0.062 0.014 -0.030 0.3766
```
Forces are in eV/Å.



Formula: C22H20F3N5O7RuS
Source: OMol25
Level of theory: ωB97M-V with the def2-TZVPD basis set

frontier orbital gap (spin up / spin down) = 7.76 / 6.80 eV
charge = -1
LUMO (spin up / spin down) = 2.513 / 1.525 eV
multiplicity = 2

Structure (XYZ):
```
59
Properties=species:S:1:pos:R:3:forces:R:3:lowdin_spin:R:1
Ru 0.79431 1.69728 -0.57330 -1.595 -1.654 -3.329 0.0251
O -3.41579 1.41608 3.70540 -0.202 0.034 -0.385 -0.0001
C -2.23239 1.35268 4.26280 0.042 -0.033 0.169 -0.0001
O -2.08089 1.36628 5.46750 0.086 0.019 0.013 0.0000
C -1.04949 1.24198 3.36560 0.213 -0.105 -0.350 0.0007
C 0.24391 1.06258 3.82210 -0.356 0.022 -0.240 0.0053
N 1.04191 0.97258 2.74610 -0.327 0.045 0.210 0.0069
N 0.34951 1.07908 1.61250 -0.049 1.004 -0.668 -0.0191
C -0.92779 1.24288 1.94910 0.395 -0.082 0.424 0.0044
C -1.96789 1.33018 0.85930 -0.087 0.077 -0.034 0.0005
O -3.17029 1.35468 1.18950 -0.054 -0.041 0.310 0.0002
O -1.56199 1.31358 -0.32460 1.630 0.560 -0.387 0.0029
H -3.38189 1.39308 2.66630 0.203 -0.017 0.327 0.0000
H 0.60581 1.01198 4.82770 0.095 -0.135 0.213 0.0000
H 2.01501 0.70898 2.71650 -0.140 0.117 -0.079 0.0011
C -4.55659 -4.48072 -0.58980 0.003 0.031 -0.008 0.0000
C -3.18789 -3.86772 -0.57650 -0.021 0.026 -0.033 0.0000
C -2.04949 -4.66252 -0.52790 0.013 0.057 0.074 0.0000
C -0.79229 -4.08642 -0.46610 0.119 -0.080 -0.015 0.0000
C -0.67859 -2.71102 -0.46880 0.605 0.151 -0.040 -0.0002
C -1.79209 -1.90022 -0.55090 -0.122 0.156 0.014 0.0000
C -3.04489 -2.48332 -0.60320 0.107 -0.125 0.053 0.0000
S 0.95731 -1.98952 -0.33880 0.338 0.489 0.048 -0.0002
O 1.19121 -1.68122 1.05830 -0.347 -0.102 -0.027 0.0010
O 1.90121 -2.92652 -0.91270 -0.355 -0.052 -0.217 -0.0004
N 0.92891 -0.57862 -1.11320 -0.036 -0.111 1.903 -0.0032
C 0.64501 -0.45632 -2.41340 -0.169 -0.329 -1.165 -0.0017
C 0.40991 -1.51492 -3.31680 0.006 0.089 -0.018 -0.0003
C 0.18891 -1.21872 -4.64020 -0.026 0.115 0.097 -0.0004
C 0.17331 0.11118 -5.05850 -0.022 0.065 0.033 0.0011
C 0.35021 1.09558 -4.10210 -0.073 0.046 -0.479 0.0027
N 0.58161 0.82488 -2.83140 0.318 0.386 1.638 0.0136
H -4.49859 -5.56462 -0.64790 -0.047 -0.092 -0.023 0.0000
H -5.13229 -4.11232 -1.43650 -0.098 -0.019 -0.076 0.0000
H -5.10079 -4.21452 0.31580 -0.057 -0.008 0.052 0.0000
H -2.14659 -5.73912 -0.53030 -0.023 -0.106 0.025 0.0000
H 0.10801 -4.67912 -0.41670 0.052 -0.146 -0.038 0.0000
H -1.67709 -0.82732 -0.57570 -0.038 0.139 -0.040 0.0000
H -3.92009 -1.85432 -0.65450 -0.126 0.117 -0.002 0.0000
H 0.41771 -2.52752 -2.94680 0.070 -0.094 -0.118 -0.0001
H 0.01591 -2.01452 -5.35380 0.021 -0.034 0.000 0.0000
H 0.01431 0.36888 -6.09390 -0.046 0.081 -0.041 0.0002
H 0.29831 2.14498 -4.36190 0.034 0.052 -0.010 0.0002
C 3.79951 -0.01872 0.72100 -0.212 0.080 -0.214 0.0064
C 3.35801 1.30968 0.15990 0.234 -0.633 -0.712 0.0650
O 3.14341 1.51248 -1.04720 -0.742 0.097 0.665 0.0881
H 4.40851 -0.53532 -0.01530 0.064 0.002 -0.077 0.0012
H 2.92081 -0.64952 0.89360 0.085 0.119 0.038 0.0026
H 4.35241 0.10768 1.64880 0.058 0.033 0.045 0.0012
F 0.15801 4.11148 0.43760 -0.448 0.957 0.233 0.0132
C 0.61221 3.86628 -0.86440 0.458 -1.431 2.335 0.0011
F 1.83771 4.50248 -0.85860 0.125 0.135 -0.433 0.0032
F -0.16919 4.66598 -1.63750 0.147 -0.706 -0.210 -0.0002
C 3.49701 4.40738 2.31840 0.041 0.430 0.298 0.0982
C 2.90271 3.23118 1.68200 0.250 -1.054 -0.667 0.5048
N 3.41091 2.33428 1.02760 0.090 1.362 0.965 0.1506
H 4.57441 4.29608 2.46240 0.007 -0.068 -0.043 0.0187
H 3.01361 4.60388 3.27280 -0.008 0.097 0.006 0.0050
H 3.31351 5.25648 1.66070 -0.083 0.069 -0.011 0.0008
```
Forces are in eV/Å.



Formula: C22H20FN2O4Pt
Source: OMol25
Level of theory: ωB97M-V with the def2-TZVPD basis set

frontier orbital gap (spin up / spin down) = 8.14 / 6.36 eV
charge = +1
LUMO (spin up / spin down) = -3.043 / -4.827 eV
multiplicity = 3

Structure (XYZ):
```
50
Properties=species:S:1:pos:R:3:forces:R:3:lowdin_spin:R:1
Pt -0.09303 0.07502 -0.48223 -0.572 0.128 2.396 1.3632
C -4.23037 4.99638 3.52711 0.094 -0.121 0.160 0.0002
C -3.60728 3.85394 4.32850 -0.328 0.624 0.428 0.0003
C -4.52805 3.24050 5.37726 -0.051 0.020 -0.095 0.0001
C -5.73656 2.59253 4.71712 0.042 0.126 0.115 0.0002
C -5.28373 1.62419 3.66723 -0.084 -0.043 -0.096 0.0010
C -6.10157 0.58869 3.27305 0.262 -0.028 -0.096 -0.0006
C -5.65821 -0.32794 2.32244 0.426 0.122 -0.154 0.0007
F -6.47781 -1.31613 1.95387 -0.083 -0.066 0.014 0.0004
C -4.40594 -0.24915 1.76704 -0.329 -0.022 0.160 -0.0006
C -3.55863 0.80014 2.14270 -0.021 0.019 0.045 0.0060
C -2.22204 0.87714 1.56136 -0.209 1.118 0.965 0.0082
O -1.84279 -0.03412 0.77252 0.669 -0.475 -0.862 0.1360
C -1.45811 2.00271 1.95602 0.402 -0.361 -0.437 0.0071
C -1.97960 2.90456 2.84976 0.037 -0.111 -0.152 0.0008
N -3.17780 2.80422 3.40906 0.613 -0.014 -0.051 0.0044
C -4.00599 1.75886 3.08132 -0.249 -0.801 -0.458 0.0009
C -0.02785 2.31043 1.51042 -1.308 0.889 0.682 0.0163
O 0.39993 3.42381 1.73512 0.270 -0.169 -0.074 0.0296
O 0.64533 1.34627 1.00163 0.609 -1.183 -1.035 0.1915
H -4.59063 5.77010 4.19879 -0.062 0.089 0.072 0.0000
H -5.05845 4.64624 2.91674 -0.105 -0.023 -0.061 0.0000
H -3.48617 5.43967 2.86853 0.029 0.027 -0.062 0.0000
H -2.70919 4.23016 4.82843 -0.066 -0.148 -0.100 0.0000
H -4.84286 4.00707 6.08230 0.064 0.047 0.029 0.0000
H -3.96839 2.47909 5.92661 -0.009 0.061 0.069 0.0000
H -6.38090 3.35098 4.26604 -0.019 0.024 0.033 0.0000
H -6.33704 2.06906 5.46114 -0.022 0.011 -0.024 0.0000
H -7.08464 0.46832 3.70472 -0.063 -0.004 0.039 -0.0001
H -4.06605 -0.97846 1.05080 -0.003 -0.086 -0.065 0.0000
H -1.35951 3.75190 3.10825 -0.062 0.083 0.118 0.0002
N 0.32060 -0.03890 -2.36818 0.389 0.594 -2.508 0.0725
C 0.40730 0.26505 -3.48501 -0.081 -0.897 2.243 0.0594
C 0.47437 0.64458 -4.82077 0.042 0.510 -1.368 0.0041
C 0.23498 1.99140 -5.14045 0.034 -0.243 0.059 0.0100
C 0.25476 2.38245 -6.46273 0.004 0.030 -0.052 -0.0009
C 0.50604 1.45247 -7.46358 0.002 0.002 0.136 0.0113
C 0.75047 0.12334 -7.14599 0.015 -0.018 -0.064 -0.0010
C 0.74055 -0.29027 -5.83058 -0.032 0.061 0.266 0.0094
H 0.04004 2.70577 -4.35532 -0.025 0.050 0.064 0.0005
H 0.07124 3.41535 -6.71494 -0.009 0.070 -0.026 -0.0002
H 0.51343 1.76731 -8.49542 0.004 0.023 -0.097 0.0006
H 0.94813 -0.59375 -7.92766 0.018 -0.043 -0.055 -0.0003
H 0.92980 -1.32077 -5.57255 0.005 -0.088 0.014 0.0003
C 1.27098 -2.91932 0.64298 -0.157 -0.454 0.120 0.0048
O 1.62266 -1.64737 0.12424 0.007 0.541 -0.285 0.0599
H 1.70833 -3.08012 1.63096 -0.052 0.031 -0.062 0.0008
H 1.58999 -3.71546 -0.03583 -0.052 0.038 0.087 0.0005
H 0.18494 -2.93321 0.72825 0.080 -0.067 0.029 0.0014
H 2.57743 -1.52869 0.15084 -0.061 0.127 -0.005 0.0012
```
Forces are in eV/Å.



Formula: C22H20FN3O3S
Source: OMol25
Level of theory: ωB97M-V with the def2-TZVPD basis set

frontier orbital gap = 7.22 eV
LUMO = -0.630 eV
SMILES = CN(C)CCn1c(=O)/c(=C/c2ccc(O)cc2)s/c1=C1\C(=O)Nc2cc(F)ccc21

Structure (XYZ):
```
50
Properties=species:S:1:pos:R:3:forces:R:3:mulliken_charge:R:1
C -2.86530 -3.38277 1.23584 1.871 0.067 -0.147 -0.8739
N -1.40305 -3.66293 1.51545 -0.700 0.825 1.035 -0.0220
C -0.98808 -5.05592 1.26196 0.195 0.986 0.075 -0.9012
C -0.44928 -2.61128 1.03923 -1.389 -0.028 1.045 -0.7340
C -0.54919 -1.24978 1.85458 -0.166 -1.277 0.287 -0.4793
N 0.13782 -0.12866 1.16007 -1.794 -0.067 -0.105 0.3156
C 1.49441 -0.16188 1.07326 2.722 -1.746 1.539 -0.1661
O 2.23392 -0.59348 1.95684 -1.087 0.378 -0.389 -0.6492
C 2.02837 0.20020 -0.23106 1.441 0.812 -1.771 0.5339
C 3.37800 0.26867 -0.52865 -2.125 0.050 0.585 -0.4601
C 4.03743 0.71486 -1.76565 0.142 -0.010 0.379 0.6318
C 3.54540 0.41266 -3.03598 0.951 0.610 -0.691 -0.4338
C 4.27087 0.86301 -4.15905 -1.111 -0.372 -0.377 -0.4930
C 5.39647 1.66446 -4.00883 0.422 0.318 0.235 0.3408
O 6.03967 2.14365 -5.13749 -0.254 0.443 -0.010 -0.5583
C 5.91629 1.96772 -2.73487 -0.318 -0.166 0.511 -0.3976
C 5.23945 1.46211 -1.60914 -0.666 -0.165 -2.178 -0.6646
S 0.65558 0.60142 -1.28872 0.313 0.293 -0.181 -0.3180
C -0.46694 0.53514 0.07325 -0.653 0.996 -0.073 0.7735
C -1.66142 1.23446 0.05986 0.586 -1.713 1.175 0.2073
C -2.21411 1.86009 -1.14774 0.169 1.416 -0.565 -0.2664
O -1.70245 2.18338 -2.18791 1.313 -0.823 -1.170 -0.6470
N -3.47360 2.33174 -0.88053 -0.520 -0.207 1.473 -0.1843
C -3.68472 2.27033 0.49467 -0.480 -0.663 0.841 -0.3097
C -4.76104 2.79344 1.19342 -0.920 0.343 -0.576 -0.4731
C -4.86692 2.55139 2.54885 1.881 -0.898 0.270 0.1356
F -5.89773 3.00714 3.26425 -0.185 0.120 -0.133 -0.3241
C -3.83959 1.86101 3.21035 0.634 -0.162 -0.364 -0.7286
C -2.70052 1.35654 2.52917 -0.892 0.857 -0.484 -0.2454
C -2.66280 1.51495 1.13333 0.355 0.329 -0.276 0.5467
H -3.02405 -3.32901 0.15696 -0.179 0.079 -0.301 0.3288
H -3.17072 -2.40962 1.66909 0.116 -0.696 -0.068 0.1903
H -3.47686 -4.20886 1.60893 0.168 0.283 0.217 0.3551
H -1.76606 -5.77015 1.61701 0.599 0.596 -0.204 0.3066
H -0.83828 -5.17464 0.17351 0.112 -0.501 0.225 0.3382
H -0.02839 -5.22485 1.81623 -0.815 -0.091 -0.605 0.2761
H -0.68582 -2.39717 0.01848 0.069 0.330 -1.140 0.3943
H 0.56856 -2.96458 1.11438 0.225 -0.305 -0.006 0.4757
H -1.61522 -1.02215 1.97511 0.449 0.240 0.052 0.0123
H -0.08511 -1.44984 2.84491 -0.318 0.582 -0.658 0.2217
H 4.05264 0.01638 0.28381 -0.229 0.058 0.179 0.4891
H 2.62519 -0.14673 -3.21810 0.339 0.080 0.322 0.4436
H 3.85359 0.60974 -5.16768 0.739 0.456 0.959 0.3382
H 6.11319 3.11823 -5.09820 0.007 -0.811 0.134 0.3319
H 6.83546 2.60049 -2.63430 -1.000 -0.730 -0.121 0.3382
H 5.57351 1.68558 -0.63332 0.414 0.148 0.923 0.4598
H -3.86189 3.04143 -1.47955 0.024 -0.036 -0.010 0.2953
H -5.55610 3.34849 0.68222 0.347 -0.197 0.175 0.3840
H -3.85484 1.74413 4.27774 -0.270 0.072 0.297 0.4231
H -1.84576 0.98147 3.10396 -0.529 -0.101 -0.329 0.4424
```
Forces are in eV/Å.